This record from the Open Molecules 2025 dataset describes C30H54N4O3PS as an isolated structure. The level of theory is ωB97M-V with the def2-TZVPD basis set.

E_tot = -64207.7555 eV
F_max = 2.55 eV/A
HOMO level = -10.4 eV
Charge = +1
M = 581.828 Da

XYZ file:
```
93
C30H54N4O3PS ωB97M-V with the def2-TZVPD basis set
N 5.444 3.654 3.360
C 6.412 3.436 2.281
C 5.795 4.005 0.920
C 4.257 3.798 0.974
C 3.314 4.832 1.008
C 3.724 6.300 0.973
C 3.215 7.165 2.196
C 2.760 6.369 3.434
O 1.586 6.294 3.717
O 3.643 5.760 4.279
C 1.883 4.441 1.040
C 1.436 3.143 1.035
C -0.073 2.782 1.034
C -0.610 2.965 2.508
C -1.429 4.268 2.749
N -1.330 5.446 1.942
O -2.185 4.260 3.693
C 2.370 2.022 0.996
N 2.140 0.727 0.959
S 3.614 -0.044 0.928
N 4.539 1.305 0.940
C 3.811 2.412 0.967
H 5.822 4.184 4.133
H 4.984 2.806 3.662
H 6.595 2.349 2.167
H 7.377 3.926 2.503
H 6.077 5.055 0.750
H 6.162 3.364 0.089
H 3.241 6.742 0.072
H 4.802 6.468 0.848
H 4.074 7.797 2.525
H 2.438 7.888 1.890
H 4.518 6.016 3.943
H 1.097 5.209 1.067
H -0.172 1.712 0.755
H -0.628 3.351 0.265
H 0.280 2.935 3.171
H -1.237 2.105 2.809
H -0.684 6.086 2.410
H -0.953 5.256 1.018
C -0.431 -5.728 1.513
C 0.227 -4.957 0.373
C 0.043 -3.443 0.491
C -1.347 -2.911 0.114
P -1.756 -2.746 -1.625
C -0.381 -1.856 -2.397
C 0.126 -0.536 -1.804
C -0.733 0.717 -1.994
C -1.207 0.970 -3.421
C -3.180 -1.678 -1.815
C -4.568 -2.032 -1.265
C -5.355 -3.119 -1.995
C -5.367 -3.007 -3.515
C -1.787 -4.254 -2.599
C -2.791 -5.409 -2.487
C -3.153 -5.918 -1.083
C -2.541 -7.280 -0.767
H -1.499 -5.513 1.592
H -0.312 -6.802 1.364
H 0.033 -5.472 2.468
H -0.143 -5.322 -0.587
H 1.297 -5.177 0.390
H 0.798 -2.954 -0.130
H 0.260 -3.145 1.519
H -1.412 -1.893 0.517
H -2.126 -3.462 0.645
H -0.609 -1.737 -3.459
H 0.461 -2.557 -2.373
H 1.099 -0.333 -2.261
H 0.318 -0.661 -0.735
H -0.144 1.579 -1.672
H -1.590 0.698 -1.317
H -0.364 1.204 -4.075
H -1.890 1.820 -3.441
H -1.745 0.119 -3.844
H -3.257 -1.368 -2.859
H -2.911 -0.772 -1.268
H -5.166 -1.118 -1.292
H -4.481 -2.305 -0.209
H -6.386 -3.099 -1.636
H -4.970 -4.094 -1.694
H -5.931 -2.131 -3.839
H -5.838 -3.891 -3.949
H -4.362 -2.943 -3.938
H -0.780 -4.680 -2.540
H -1.857 -3.903 -3.636
H -2.403 -6.239 -3.082
H -3.707 -5.124 -3.005
H -4.237 -6.039 -1.017
H -2.883 -5.195 -0.314
H -2.971 -8.052 -1.407
H -2.744 -7.557 0.268
H -1.459 -7.282 -0.918
```

Here are the Löwdin charges for atoms 1 to 5, given in e: N -0.0006; C -0.2369; C -0.1048; C -0.1239; C -0.1337

---

This record from the Open Molecules 2025 dataset describes a 5-piece molecular cluster, C30H54O6S overall. The level of theory is ωB97M-V with the def2-TZVPD basis set.

E_tot = -55097.5760 eV
F_max = 4.77 eV/A
HOMO level = -8.7 eV
SMILES = CCSCC1=C(C)C(=O)c2ccccc2C1=O.CCOCC.CCOCC.CCOCC.CCOCC
M = 542.823 Da

XYZ file:
```
91
C30H54O6S ωB97M-V with the def2-TZVPD basis set
C 10.553 3.433 5.188
C 9.878 4.837 5.612
S 8.422 4.627 6.784
C 7.331 3.396 5.928
C 5.780 3.768 5.909
C 5.218 4.960 5.367
C 6.141 6.093 4.713
C 3.622 5.229 5.352
O 3.098 6.349 5.552
C 2.733 3.902 5.099
C 1.412 3.891 4.284
C 0.715 2.488 4.108
C 1.326 1.188 4.738
C 2.660 1.211 5.563
C 3.343 2.588 5.721
C 4.747 2.682 6.517
O 5.006 1.999 7.540
H 9.899 2.525 5.481
H 11.589 3.273 5.638
H 10.603 3.399 4.034
H 9.419 5.290 4.650
H 10.614 5.599 6.041
H 7.419 2.373 6.460
H 7.629 3.182 4.830
H 5.457 6.886 4.222
H 6.783 5.652 3.865
H 6.866 6.563 5.463
H 0.999 4.857 3.843
H -0.249 2.387 3.494
H 0.844 0.149 4.607
H 3.151 0.297 6.026
C -2.265 -3.196 1.790
C -0.850 -2.758 2.128
O -0.733 -2.150 3.408
C -1.089 -2.950 4.527
C -0.245 -4.204 4.672
H -2.959 -2.356 1.876
H -2.310 -3.588 0.772
H -2.616 -3.980 2.466
H -0.532 -2.007 1.399
H -0.147 -3.593 2.039
H -2.156 -3.195 4.493
H -0.944 -2.325 5.412
H -0.387 -4.886 3.831
H -0.512 -4.740 5.586
H 0.818 -3.950 4.710
C -5.404 0.031 -2.114
C -4.456 -0.465 -1.036
O -4.389 -1.881 -0.946
C -3.937 -2.571 -2.103
C -2.527 -2.194 -2.525
H -6.403 -0.388 -1.971
H -5.471 1.122 -2.090
H -5.067 -0.260 -3.113
H -4.813 -0.110 -0.065
H -3.453 -0.045 -1.169
H -4.645 -2.432 -2.928
H -3.956 -3.635 -1.856
H -2.463 -1.146 -2.826
H -2.206 -2.805 -3.372
H -1.827 -2.340 -1.698
C 0.374 -1.408 -6.689
C -0.673 -0.375 -6.310
O -0.784 -0.166 -4.909
C 0.378 0.307 -4.242
C 0.864 1.655 -4.745
H 0.183 -2.355 -6.178
H 0.367 -1.581 -7.768
H 1.380 -1.085 -6.410
H -1.651 -0.726 -6.649
H -0.491 0.576 -6.822
H 1.175 -0.443 -4.292
H 0.110 0.402 -3.186
H 1.186 1.604 -5.787
H 1.711 2.002 -4.148
H 0.064 2.398 -4.686
C -7.092 -2.819 -4.822
C -5.889 -2.524 -5.702
O -5.481 -3.630 -6.496
C -6.434 -4.130 -7.424
C -6.867 -3.110 -8.463
H -6.902 -3.691 -4.191
H -7.316 -1.962 -4.183
H -7.983 -3.034 -5.416
H -5.040 -2.273 -5.061
H -6.068 -1.648 -6.334
H -7.299 -4.543 -6.893
H -5.956 -4.969 -7.934
H -7.391 -2.267 -8.007
H -7.540 -3.569 -9.191
H -5.998 -2.707 -8.990
```

Here are the Löwdin charges for atoms 1 to 5, given in e: C -0.1749; C -0.5108; S 0.7870; C -0.4395; C -0.1276

---

This record from the Open Molecules 2025 dataset describes C30H54P2Sc as an isolated structure. The level of theory is ωB97M-V with the def2-TZVPD basis set.

E_tot = -71256.0132 eV
F_max = 6.27 eV/A
HOMO level (spin up / spin down) = -10.0 / -10.0 eV
Charge = +1
M = 521.666 Da

XYZ file:
```
87
C30H54P2Sc ωB97M-V with the def2-TZVPD basis set
Sc 0.820 0.260 0.177
C 1.840 -2.127 0.047
C 2.467 -1.322 1.067
C 0.307 -1.806 1.735
C 0.578 -2.529 0.547
C 1.475 -1.050 2.082
C 2.493 -2.684 -1.171
H 3.318 -2.048 -1.516
H 1.760 -2.773 -1.990
H 2.898 -3.690 -0.973
C -0.282 -3.587 -0.038
H 0.247 -4.205 -0.772
H -1.144 -3.147 -0.551
H -0.680 -4.260 0.734
C -0.916 -1.929 2.565
H -1.016 -2.953 2.966
H -1.791 -1.711 1.949
H -0.916 -1.222 3.398
C 1.663 -0.327 3.366
H 2.394 -0.848 4.000
H 0.714 -0.259 3.909
H 2.016 0.699 3.222
C 3.928 -1.175 1.202
H 4.381 -2.126 1.526
H 4.193 -0.415 1.939
H 4.387 -0.915 0.247
C 1.424 2.037 -1.165
C 2.467 1.108 -1.087
C 3.897 1.545 -0.865
C 4.311 1.958 0.568
C 3.204 2.094 1.566
C 2.211 2.995 1.452
C 2.143 4.010 0.341
C 1.685 3.507 -1.037
H 4.140 2.384 -1.538
H 4.886 2.900 0.503
H 4.553 0.713 -1.171
H 2.438 3.818 -1.781
H 0.499 1.825 -1.738
H 2.395 0.121 -1.590
H 0.774 4.051 -1.328
H 1.470 4.816 0.671
H 1.594 3.245 2.319
H 3.125 4.497 0.222
H 5.026 1.221 0.960
H 3.444 1.658 2.543
P -0.340 -0.268 -2.549
C -1.010 -1.847 -3.138
H -1.388 -1.717 -4.161
H -1.829 -2.127 -2.471
H -0.237 -2.625 -3.111
C -1.645 0.924 -3.028
H -2.034 0.636 -4.015
H -1.243 1.946 -3.064
H -2.450 0.880 -2.281
C 0.923 -0.005 -3.861
H 1.450 0.949 -3.724
H 0.411 -0.019 -4.835
H 1.652 -0.829 -3.813
P -1.299 1.825 1.180
C -0.975 2.270 2.924
H -1.569 3.162 3.165
H 0.087 2.466 3.098
H -1.283 1.424 3.563
C -1.352 3.449 0.325
H -0.359 3.900 0.299
H -2.045 4.129 0.843
H -1.700 3.291 -0.706
C -3.104 1.582 1.331
H -3.537 2.438 1.872
H -3.304 0.662 1.893
H -3.573 1.505 0.341
C -3.996 -2.619 -1.556
C -3.729 -1.897 -0.236
C -4.889 -0.943 0.033
C -3.689 -2.966 0.863
C -2.483 -1.124 -0.312
C -1.393 -0.525 -0.427
H -4.972 -3.122 -1.515
H -3.244 -3.393 -1.732
H -4.019 -1.904 -2.380
H -5.831 -1.503 0.023
H -4.800 -0.456 1.009
H -4.941 -0.171 -0.745
H -2.842 -3.643 0.712
H -3.633 -2.510 1.853
H -4.605 -3.578 0.824
```

Here are the Löwdin charges for atoms 1 to 5, given in e: Sc 0.7343; C -0.2657; C -0.2935; C -0.2468; C -0.2190

---

This record from the Open Molecules 2025 dataset describes a 4-piece molecular cluster, C30H55BN3O3 overall. The level of theory is ωB97M-V with the def2-TZVPD basis set.

E_tot = -43289.0543 eV
F_max = 1.35 eV/A
HOMO level = -12.2 eV
Charge = +1
M = 516.600 Da

XYZ file:
```
92
C30H55BN3O3 ωB97M-V with the def2-TZVPD basis set
C 5.246 0.455 -2.968
O 5.641 -0.469 -1.928
B 4.653 -0.942 -1.139
O 3.571 -1.595 -1.631
N 4.850 -0.777 0.354
C 4.846 -1.811 1.282
N 4.624 -3.155 0.882
C 3.406 -3.372 0.809
O 2.277 -3.514 0.651
C 5.077 -1.330 2.511
N 5.194 0.047 2.316
C 5.051 0.354 1.045
C 5.086 1.746 0.501
C 3.662 2.286 0.487
C 2.867 2.266 1.615
C 1.569 2.716 1.587
C 1.051 3.224 0.413
C 1.829 3.272 -0.726
C 3.123 2.806 -0.674
H 4.242 0.843 -2.813
H 5.328 -0.049 -3.928
H 5.963 1.273 -2.981
H 2.714 -1.224 -1.379
H 5.166 -1.847 3.445
H 5.371 0.721 3.045
H 5.747 2.329 1.143
H 5.498 1.726 -0.503
H 3.286 1.884 2.539
H 0.957 2.682 2.477
H 0.033 3.589 0.430
H 1.371 3.665 -1.622
H 3.750 2.846 -1.558
C -4.433 -1.990 2.179
C -3.213 -2.663 1.557
C -2.135 -3.032 2.574
C -1.517 -1.850 3.321
C -0.884 -0.790 2.423
C 0.276 -1.325 1.590
H -4.176 -1.040 2.651
H -5.185 -1.782 1.417
H -4.890 -2.634 2.933
H -2.796 -2.018 0.777
H -3.534 -3.577 1.056
H -1.346 -3.594 2.063
H -2.562 -3.721 3.309
H -0.757 -2.234 4.009
H -2.274 -1.375 3.950
H -0.520 0.027 3.054
H -1.636 -0.351 1.761
H 1.058 -1.734 2.234
H 0.717 -0.522 0.990
H -0.047 -2.110 0.905
C 1.159 7.154 -0.991
C 0.248 7.124 0.224
C -1.171 6.662 -0.105
C -1.953 7.562 -1.063
C -2.106 9.010 -0.603
C -2.880 9.154 0.705
H 0.828 7.859 -1.755
H 2.173 7.440 -0.708
H 1.193 6.156 -1.436
H 0.224 8.102 0.711
H 0.680 6.430 0.953
H -1.729 6.557 0.830
H -1.121 5.657 -0.542
H -2.946 7.128 -1.210
H -1.475 7.552 -2.046
H -2.632 9.565 -1.384
H -1.125 9.483 -0.501
H -3.879 8.723 0.614
H -2.993 10.205 0.970
H -2.371 8.660 1.534
C -4.721 -7.380 -3.870
C -3.218 -7.467 -3.620
C -2.861 -8.080 -2.267
C -3.360 -7.297 -1.052
C -2.883 -5.849 -0.977
C -1.367 -5.713 -0.863
H -5.215 -6.734 -3.143
H -4.921 -6.970 -4.861
H -5.182 -8.368 -3.817
H -2.771 -6.473 -3.717
H -2.767 -8.081 -4.405
H -1.775 -8.196 -2.207
H -3.271 -9.093 -2.217
H -3.041 -7.823 -0.146
H -4.453 -7.310 -1.033
H -3.340 -5.380 -0.103
H -3.236 -5.286 -1.846
H -0.996 -6.234 0.023
H -1.081 -4.661 -0.777
H -0.857 -6.121 -1.737
```

Here are the Löwdin charges for atoms 1 to 5, given in e: C -0.0170; O 0.0846; B -0.6536; O 0.2390; N 0.2404

---

This record from the Open Molecules 2025 dataset describes a 7-piece molecular cluster, C30H55BN7O2P overall. The level of theory is ωB97M-V with the def2-TZVPD basis set.

E_tot = -56488.6684 eV
F_max = 4.65 eV/A
HOMO level = -7.8 eV
SMILES = CCOB(O)[PH3]CCCCCCCCCCCCn1cccc1.CC#N.CC#N.CC#N.CC#N.CC#N.CC#N
M = 587.603 Da

XYZ file:
```
96
C30H55BN7O2P ωB97M-V with the def2-TZVPD basis set
C -4.281 -6.537 -1.235
C -3.692 -5.212 -1.863
O -2.541 -4.833 -1.096
B -1.856 -3.730 -1.646
O -2.548 -2.934 -2.571
P -0.008 -3.465 -1.071
C 1.810 -3.341 -0.551
C 2.405 -1.891 -0.553
C 1.807 -0.941 0.563
C 2.677 -0.905 1.877
C 2.159 -1.882 3.009
C 2.318 -1.247 4.449
C 0.970 -0.628 4.988
C 0.928 0.945 4.978
C -0.497 1.487 4.602
C -0.806 1.185 3.064
C -0.472 2.494 2.252
C -1.678 3.059 1.399
N -1.057 3.790 0.260
C -0.900 3.259 -0.987
C -0.216 4.300 -1.717
C -0.010 5.426 -0.781
C -0.577 5.064 0.507
H -3.602 -7.410 -1.413
H -5.318 -6.742 -1.590
H -4.334 -6.420 -0.124
H -4.521 -4.461 -1.819
H -3.474 -5.454 -2.931
H -1.926 -2.352 -3.040
H 0.104 -4.919 -0.947
H 0.244 -2.753 -2.323
H -0.467 -2.661 0.030
H 1.918 -3.816 0.456
H 2.401 -3.968 -1.278
H 3.493 -1.995 -0.301
H 2.395 -1.402 -1.566
H 1.861 0.098 0.131
H 0.731 -1.125 0.781
H 2.676 0.145 2.256
H 3.738 -1.189 1.672
H 2.841 -2.773 2.992
H 1.130 -2.271 2.828
H 3.165 -0.524 4.479
H 2.584 -2.091 5.136
H 0.137 -1.107 4.422
H 0.872 -0.947 6.058
H 1.746 1.358 4.342
H 1.135 1.284 6.026
H -1.311 0.994 5.187
H -0.526 2.576 4.842
H -0.092 0.367 2.774
H -1.841 0.783 2.899
H -0.091 3.330 2.878
H 0.331 2.256 1.503
H -2.353 2.237 1.054
H -2.308 3.790 1.965
H -1.228 2.247 -1.267
H 0.100 4.216 -2.770
H 0.499 6.386 -0.974
H -0.619 5.611 1.462
C -0.711 5.329 -5.939
C -1.059 3.988 -5.484
N -1.330 2.933 -5.121
H -1.196 6.094 -5.331
H 0.365 5.500 -5.884
H -1.016 5.490 -6.974
C -1.814 -0.389 -6.479
C -1.703 -1.013 -7.794
N -1.616 -1.504 -8.829
H -2.072 0.667 -6.556
H -2.584 -0.869 -5.873
H -0.876 -0.455 -5.926
C -4.474 -0.660 0.354
C -4.454 -0.017 1.664
N -4.438 0.489 2.695
H -3.930 -0.072 -0.387
H -4.014 -1.649 0.388
H -5.493 -0.786 -0.013
C 0.345 5.379 6.591
C -0.010 5.496 5.181
N -0.290 5.585 4.071
H -0.041 6.219 7.169
H -0.060 4.466 7.029
H 1.427 5.356 6.728
C 2.000 1.449 -3.440
C 2.698 2.520 -4.142
N 3.247 3.363 -4.697
H 1.979 1.623 -2.363
H 0.964 1.361 -3.774
H 2.478 0.482 -3.605
C 5.677 -5.407 -1.221
C 5.332 -4.433 -0.191
N 5.059 -3.666 0.618
H 4.849 -6.090 -1.417
H 5.929 -4.919 -2.163
H 6.536 -6.011 -0.925
```

Here are the Löwdin charges for atoms 1 to 5, given in e: C -0.0809; C -0.2575; O -0.0276; B -0.7202; O 0.0785